A | The following is a quantum chemistry calculation of a 2-piece molecular cluster, C6H14O2 overall, from the OMol25 dataset.

Positions of all 22 atoms, in Å:
1 C -1.36716 -1.13342 1.37494
2 C -1.04308 0.07888 0.99345
3 C -2.02913 1.20118 0.95750
4 C 0.31252 0.46527 0.45485
5 C 0.10728 1.18388 -0.89602
6 C 0.14369 0.17548 -2.04492
7 O 1.47274 -0.06663 -2.34075
8 H -0.58479 -1.97119 1.38166
9 H -2.32800 -1.24778 1.89335
10 H -2.93909 0.82954 1.51579
11 H -1.80816 2.02228 1.67116
12 H -2.37293 1.56139 -0.18528
13 H 0.85032 1.22503 1.10961
14 H 0.86560 -0.43147 0.39569
15 H -0.89302 1.72904 -0.93065
16 H 0.80434 1.87007 -1.14515
17 H -0.34331 0.47670 -2.99131
18 H -0.42818 -0.65604 -1.69486
19 H 1.67898 -0.84961 -1.86130
20 O 3.19399 -2.20793 0.44716
21 H 3.03453 -2.81839 1.11022
22 H 3.67286 -1.43629 0.78487

The frontier orbital gap comes out at 10.1 eV. The SMILES is C=C(C)CCCO.O. Its net charge is 0. The molar mass is 118.2 g/mol.

=====

B | The following is a quantum chemistry calculation of a 3-piece molecular cluster, C6H14O2 overall, from the OMol25 dataset.

Positions of all 22 atoms, in Å:
1 C 2.51514 1.50071 1.07299
2 C 1.34268 1.20878 0.52321
3 C 0.45537 2.24093 -0.14511
4 C 0.85727 -0.20309 0.49023
5 C 0.44847 -0.84081 1.58237
6 C 0.86658 -0.82851 -0.86950
7 H 3.16366 0.73436 1.47735
8 H 2.88536 2.52046 1.09779
9 H -0.02245 2.88050 0.60104
10 H -0.34859 1.73317 -0.67073
11 H 1.03769 2.89223 -0.79244
12 H 0.08079 -1.85397 1.45613
13 H 0.43128 -0.37692 2.55671
14 H 0.52235 -0.17380 -1.66994
15 H 0.23423 -1.72059 -0.93812
16 H 1.85917 -1.18361 -1.13781
17 O -3.20357 0.16385 -1.27994
18 H -2.88195 -0.67520 -0.97581
19 H -3.62044 0.51301 -0.49222
20 O -2.51984 -2.63663 -0.54842
21 H -1.62720 -2.47777 -0.23337
22 H -2.47598 -3.41709 -1.10440

The frontier orbital gap comes out at 9.9 eV. The SMILES is C=C(C)C(=C)C.O.O. Its net charge is 0. The molar mass is 118.2 g/mol.

=====

C | The following is a quantum chemistry calculation of a 2-piece molecular cluster, C6H14O2 overall, from the OMol25 dataset.

Positions of all 22 atoms, in Å:
1 C -1.59879 -0.13814 1.86775
2 C -1.62996 -0.88079 0.55622
3 C -0.23646 -1.60216 0.27051
4 C 0.09489 -1.69992 -1.20504
5 C 0.96341 -0.43905 -1.57129
6 C 2.39076 -0.63842 -0.98985
7 O 3.17276 0.28895 -1.25768
8 H -2.59356 0.03268 2.26256
9 H -1.00534 0.76364 1.76735
10 H -1.13663 -0.65711 2.68519
11 H -1.85718 0.00863 -0.09479
12 H -2.38333 -1.64994 0.39044
13 H -0.15842 -2.59277 0.85061
14 H 0.51425 -1.15590 0.87354
15 H -0.82182 -1.70956 -1.87561
16 H 0.65968 -2.66979 -1.35394
17 H 0.95101 -0.14403 -2.61452
18 H 0.58380 0.43479 -0.98995
19 H 2.59231 -1.56160 -0.64977
20 O -1.94923 4.04722 1.45606
21 H -2.68294 3.59093 1.91926
22 H -2.35313 5.01146 1.67277

The frontier orbital gap comes out at 10.3 eV. The SMILES is CCCCCC=O.O. Its net charge is 0. The molar mass is 118.2 g/mol.

=====

B ends up most stable, edging out the next structure by 0.0321 hartree.

=====

A | The following is a quantum chemistry calculation of C3H4DyLiO3 as an isolated structure, from the OMol25 dataset.

Positions of all 12 atoms, in Å:
1 O 0.56778 -0.62400 -1.65563
2 C -0.40909 0.07080 -1.00162
3 C -1.12583 -0.89121 -0.07984
4 H 0.09284 1.06381 -1.13078
5 H -1.09390 1.27210 -0.61178
6 H -0.68828 -1.90849 -0.11987
7 H -2.16870 -1.02364 -0.40441
8 Li 2.23238 -0.79764 -1.05117
9 O 2.02165 0.54182 0.73171
10 C 1.19107 1.31507 1.09323
11 O 0.39980 1.41685 1.98094
12 Dy -1.01973 -0.43549 2.24923

The frontier orbital gap (alpha / beta) comes out at 6.4 / 5.4 eV. Its net charge is +2. The molar mass is 257.5 g/mol. The spin multiplicity is 6. Its expectation value of S² is 9.80.

=====

B | The following is a quantum chemistry calculation of C3H4DyLiO3 as an isolated structure, from the OMol25 dataset.

Positions of all 12 atoms, in Å:
1 O 1.78361 1.18736 -0.33306
2 C 0.85693 0.50842 0.14704
3 C -2.58689 0.76280 -0.17661
4 O 0.95863 -0.75634 0.28730
5 O -0.30857 1.09470 0.34394
6 C -1.46871 0.32717 0.40169
7 H -3.52489 0.26269 0.06803
8 H -2.58377 1.47213 -1.00583
9 H -1.39519 -0.51049 1.09788
10 H 5.18701 -1.65608 -0.66731
11 Li -0.45607 -2.03569 0.20145
12 Dy 3.53789 -0.65666 -0.36451

The frontier orbital gap (alpha / beta) comes out at 7.3 / 6.0 eV. Its net charge is +2. The molar mass is 257.5 g/mol. The spin multiplicity is 6. Its expectation value of S² is 9.41.

=====

B ends up most stable, edging out the next structure by 0.1934 hartree.

=====

A | The following is a quantum chemistry calculation of a 3-piece molecular cluster, C4H11NO2 overall, from the OMol25 dataset.

Positions of all 18 atoms, in Å:
1 C 0.55641 -1.04260 2.66185
2 C -0.12798 -0.40121 1.51255
3 C 0.16826 -0.80384 0.19033
4 N -0.60306 -0.61968 -0.89817
5 C -0.03795 -0.37947 -2.03518
6 H 1.53859 -0.56956 2.85087
7 H 0.14841 -0.63543 3.61183
8 H 0.74428 -2.10660 2.54307
9 H -0.94411 0.28767 1.64239
10 H 1.06990 -1.39874 -0.03312
11 H -0.65480 0.19753 -2.73618
12 H 1.00173 -0.18193 -2.31608
13 H 0.63267 5.44428 -0.39487
14 H -0.85077 5.40699 -0.08396
15 O -0.07210 5.95022 0.03706
16 H -1.26399 -3.30169 -1.60527
17 H -0.55672 -2.44899 -2.52824
18 O -0.74875 -3.39695 -2.41891

The frontier orbital gap (alpha / beta) comes out at 7.6 / 5.3 eV. Its net charge is +1. The molar mass is 105.1 g/mol. The spin multiplicity is 2. Its expectation value of S² is 0.76.

=====

B | The following is a quantum chemistry calculation of a 2-piece molecular cluster, C4H11NO2 overall, from the OMol25 dataset.

Positions of all 18 atoms, in Å:
1 C -0.84133 -2.99240 -1.11548
2 C -0.17897 -1.61619 -1.09277
3 N 0.21461 -1.24671 0.25689
4 C 0.96902 -0.11804 0.54748
5 C 0.16907 0.79353 1.58869
6 O -0.98928 0.93601 1.45056
7 H -1.92986 -2.89600 -1.22705
8 H -0.67640 -3.52188 -0.17483
9 H -0.57880 -3.59354 -1.97239
10 H -0.89021 -0.86306 -1.47288
11 H 0.75630 -1.55934 -1.67069
12 H 0.48626 -2.09722 0.76052
13 H 1.93649 -0.30712 1.00308
14 H 1.04597 0.40543 -0.40172
15 H 0.82617 1.36220 2.26627
16 H -0.05444 4.44991 -1.00815
17 H 0.90888 3.65241 -0.18381
18 O 0.45584 3.63155 -1.04250

The frontier orbital gap (alpha / beta) comes out at 10.6 / 6.7 eV. Its net charge is +1. The molar mass is 105.1 g/mol. The spin multiplicity is 2. Its expectation value of S² is 0.76.

=====

C | The following is a quantum chemistry calculation of a 2-piece molecular cluster, C4H11NO2 overall, from the OMol25 dataset.

Positions of all 18 atoms, in Å:
1 C 1.58801 -0.00908 -0.04713
2 N 0.35817 -0.66319 -0.21123
3 C -0.64586 -0.03769 -0.99455
4 C -1.58188 -0.96650 -1.79539
5 C -0.03919 -1.55077 0.90874
6 O 2.05864 0.32073 0.99773
7 H 2.06539 0.17886 -1.02719
8 H -0.23190 0.77950 -1.59297
9 H -1.25378 0.51095 -0.23605
10 H -0.93898 -1.64003 -2.36059
11 H -2.26411 -1.43873 -1.09833
12 H -2.14818 -0.42070 -2.53921
13 H -1.12090 -1.64684 0.93118
14 H 0.54345 -2.45810 0.78237
15 H 0.08554 -0.95125 1.82339
16 H -0.81754 3.01086 1.72533
17 H -0.14147 2.22166 0.64148
18 O -1.02206 2.43601 0.98167

The frontier orbital gap (alpha / beta) comes out at 11.4 / 7.1 eV. Its net charge is +1. The molar mass is 105.1 g/mol. The spin multiplicity is 2. Its expectation value of S² is 0.76.

=====

D | The following is a quantum chemistry calculation of a 3-piece molecular cluster, C4H11NO2 overall, from the OMol25 dataset.

Positions of all 18 atoms, in Å:
1 N -0.92167 2.48818 -0.40016
2 C -0.70246 1.57341 0.72445
3 C -0.97255 0.29554 0.47102
4 C -0.97150 -0.70533 1.51674
5 C -0.80433 -2.04412 1.30630
6 H -0.78860 3.44467 -0.31444
7 H -1.58959 2.30876 -1.09781
8 H -0.22032 1.97644 1.55077
9 H -1.37950 -0.04280 -0.44038
10 H -1.11171 -0.49657 2.53848
11 H -0.85209 -2.71695 2.22423
12 H -0.60510 -2.49991 0.40410
13 H 3.05178 -0.60936 -0.72626
14 H 3.52887 -0.11438 0.62712
15 O 3.80916 -0.36359 -0.29131
16 H -0.21539 -0.28273 -2.23563
17 H 0.30134 -1.29209 -3.35839
18 O 0.44367 -0.91915 -2.49883

The frontier orbital gap (alpha / beta) comes out at 9.4 / 6.2 eV. Its net charge is +1. The molar mass is 105.1 g/mol. The spin multiplicity is 2. Its expectation value of S² is 0.79.

=====

C ends up most stable, edging out the next structure by 0.0019 hartree.